{
  "formula": "CH7Cl2NSi2",
  "method": "ωB97M-V with the def2-TZVPD basis set",
  "species": ["Cl", "Si", "Cl", "H", "H", "C", "N", "Si", "H", "H", "H", "H", "H"],
  "coordinates": [[-2.6747, 1.7418, 0.1440], [-2.5403, -0.1973, -0.6574], [-2.5581, -1.7605, 0.8342], [-3.9843, -0.3208, -0.9485], [-1.7282, -0.2504, -1.8494], [1.1848, -1.0548, 0.3401], [0.6718, 0.3156, 0.0072], [0.2892, 1.6518, 0.7727], [0.8507, -1.7694, -0.4083], [2.2496, -0.9744, -0.0698], [1.0571, -1.3641, 1.3283], [0.5445, 2.8068, -0.0491], [0.2182, 2.0775, 2.1273]],
  "atomic_forces_ev_per_a": [[0.54, -0.38, 0.07], [-1.91, -0.54, 1.48], [0.76, 1.27, -1.07], [0.27, -0.04, -0.45], [0.61, -0.19, 0.05], [1.27, 2.45, -3.77], [0.07, -1.64, 0.77], [0.73, -0.34, -1.32], [-0.88, -0.27, 0.32], [-0.82, -0.27, 1.49], [0.06, -0.60, 1.48], [-0.40, 0.61, -0.38], [-0.29, -0.06, 1.32]],
  "lowdin_charge": [0.18, -0.06, 0.13, -0.10, -0.07, -0.23, -0.33, 0.52, 0.05, 0.09, 0.03, -0.09, -0.11],
  "spin_multiplicity": 1,
  "gap_ev": 9.17,
  "e_homo_ev": -8.97,
  "smiles": "Cl[SiH2]Cl.CN=[SiH2]",
  "lumo_energy_ev": 0.19
}



{
  "formula": "C7H9N4O3",
  "method": "ωB97M-V with the def2-TZVPD basis set",
  "species": ["C", "C", "C", "C", "C", "C", "C", "N", "N", "N", "N", "O", "O", "O", "H", "H", "H", "H", "H", "H", "H", "H", "H"],
  "coordinates": [[2.9307, -2.4617, 0.4478], [1.9302, -2.4079, 1.3379], [2.9598, -1.6443, -0.8011], [-0.3263, -1.6547, 1.1731], [-3.8002, 1.8996, -0.2158], [1.1715, -0.5009, 0.0569], [-2.2597, 3.6788, -0.9197], [2.0603, -0.7994, -1.0435], [-1.0675, -0.9281, 0.4579], [0.9594, -1.5394, 1.0390], [-0.2308, -0.0716, -0.3594], [-4.3974, 1.0436, 0.2575], [-3.4912, 2.9312, -0.6675], [-0.4790, 1.1613, -0.3462], [3.8620, -3.0377, 0.6375], [1.8648, -2.9349, 2.3184], [3.8285, -1.8599, -1.4820], [-0.9489, -2.2821, 1.8223], [1.7420, 0.4553, 0.5207], [-2.3770, 4.5763, -0.2702], [-2.3052, 3.8045, -2.0409], [-1.3425, 3.0980, -0.6130], [-0.2837, -0.5260, -1.3097]],
  "atomic_forces_ev_per_a": [[2.29, -0.44, 0.33], [2.20, -1.36, 0.56], [0.62, -1.79, 1.05], [-4.02, -0.91, 1.15], [-2.36, -3.20, 2.17], [3.50, 3.11, 0.64], [2.29, 0.92, -0.72], [-1.20, 0.68, -0.62], [-2.14, 1.16, -0.41], [0.36, 1.70, -0.78], [2.02, -4.15, -1.23], [1.42, 0.75, -0.82], [0.12, 1.27, -0.79], [-0.99, 2.96, 0.17], [-1.02, 0.28, 0.03], [0.08, 0.20, -1.13], [-1.25, 0.43, 0.31], [1.21, -0.35, 0.16], [-1.84, -1.84, -0.52], [0.04, -0.52, -1.00], [0.22, 0.36, 1.51], [-1.25, 0.13, -0.31], [-0.31, 0.61, 0.25]],
  "lowdin_charge": [-0.03, -0.06, -0.13, -0.17, -0.17, -0.21, 0.10, 0.11, 0.13, -0.03, -0.30, 0.38, 0.19, -0.16, 0.12, 0.16, 0.14, 0.16, 0.21, 0.13, 0.14, 0.10, 0.19],
  "charge": 1,
  "spin_multiplicity": 1,
  "gap_ev": 7.56,
  "e_homo_ev": -11.76,
  "lumo_energy_ev": -4.20
}



{
  "formula": "C39H39BN11Na",
  "method": "ωB97M-V with the def2-TZVPD basis set",
  "species": ["Na", "C", "C", "C", "C", "C", "N", "N", "B", "N", "N", "C", "C", "C", "C", "C", "N", "N", "C", "C", "C", "C", "C", "H", "H", "H", "H", "H", "H", "H", "H", "H", "H", "H", "H", "H", "H", "H", "H", "H", "H", "H", "H", "H", "H", "C", "C", "C", "C", "N", "C", "N", "C", "N", "C", "N", "C", "C", "C", "C", "C", "N", "C", "C", "C", "C", "C", "C", "H", "H", "H", "H", "H", "H", "H", "H", "H", "H", "H", "H", "C", "C", "C", "C", "C", "C", "H", "H", "H", "H", "H"],
  "coordinates": [[0.0138, 0.5081, -0.4870], [4.7655, -1.4831, 3.5247], [3.2794, -1.6347, 3.6463], [2.5365, -2.5854, 4.3779], [1.2180, -2.2917, 4.1013], [-0.0022, -2.9982, 4.6017], [1.2082, -1.2257, 3.2685], [2.4780, -0.8284, 2.9758], [0.0615, -0.4891, 2.5126], [-1.2551, -1.3243, 2.4990], [-1.2274, -2.4060, 1.6699], [-2.3833, -3.0248, 1.8322], [-2.6876, -4.2661, 1.0513], [-3.1849, -2.3489, 2.7728], [-2.4296, -1.2634, 3.1653], [-2.8062, -0.1882, 4.1334], [-0.1289, 0.9704, 2.9942], [-0.3762, 1.8654, 1.9927], [-0.4336, 3.0540, 2.5656], [-0.6969, 4.2744, 1.7388], [-0.1911, 2.9487, 3.9518], [0.0058, 1.6014, 4.1775], [0.3233, 0.9000, 5.4615], [5.1766, -0.8482, 4.3151], [5.0115, -1.0269, 2.5662], [5.2634, -2.4535, 3.5836], [2.8992, -3.3781, 5.0158], [0.3101, -3.9172, 5.1003], [-0.6869, -3.2641, 3.7986], [-0.5592, -2.3972, 5.3288], [0.3617, -0.3204, 1.3825], [-2.1249, -4.2651, 0.1176], [-3.7512, -4.3324, 0.8154], [-2.4116, -5.1667, 1.6071], [-4.1911, -2.5827, 3.0884], [-3.8935, -0.1490, 4.2171], [-2.4547, 0.7903, 3.8129], [-2.4016, -0.3838, 5.1306], [-0.4115, 4.0962, 0.7022], [-0.1335, 5.1309, 2.1162], [-1.7574, 4.5401, 1.7464], [-0.1517, 3.7403, 4.6852], [1.1328, 1.4204, 5.9760], [0.6471, -0.1280, 5.2952], [-0.5407, 0.8821, 6.1293], [3.2153, -3.0969, -1.2738], [3.5380, -2.9402, -2.6226], [3.1433, -1.8162, -3.3094], [2.4021, -0.8237, -2.6219], [2.0707, -0.9865, -1.3304], [2.4756, -2.0839, -0.6889], [2.0222, 0.3221, -3.2334], [0.5559, 1.2056, -4.7465], [0.2443, 1.6153, -3.4537], [-1.0438, 1.9563, -3.2943], [-1.5721, 2.4197, -2.0983], [-2.2837, 1.5539, -1.3772], [-3.0504, 2.0430, -0.2632], [-3.7996, 1.1885, 0.4894], [-3.8253, -0.1879, 0.1906], [-3.0382, -0.5984, -0.8623], [-2.2694, 0.2006, -1.6210], [-1.6254, 1.8018, -4.5730], [-2.9423, 2.0099, -5.0218], [-3.2714, 1.7216, -6.3220], [-2.2818, 1.2069, -7.2178], [-0.9911, 0.9929, -6.8219], [-0.6136, 1.2891, -5.4777], [3.5200, -3.9630, -0.7022], [4.1174, -3.7000, -3.1371], [3.4208, -1.6625, -4.3435], [2.1699, -2.1528, 0.3531], [-3.0065, 3.1032, -0.0516], [-4.3663, 1.5732, 1.3322], [-4.3877, -0.8990, 0.7794], [-2.9869, -1.6564, -1.1086], [-3.6851, 2.3905, -4.3289], [-4.2839, 1.8753, -6.6766], [-2.5671, 0.9819, -8.2406], [-0.2592, 0.6115, -7.5262], [3.7841, 2.1466, -4.4794], [3.3819, 2.8345, -3.2524], [2.2378, 2.6255, -2.5464], [1.4012, 1.4364, -2.5711], [1.8981, 0.4893, -4.7025], [3.1462, 1.1936, -5.1837], [4.6973, 2.5319, -4.9296], [3.9898, 3.6953, -2.9875], [1.9010, 3.4313, -1.8962], [1.8056, -0.4826, -5.1941], [3.5926, 0.8515, -6.1136]],
  "atomic_forces_ev_per_a": [[0.30, 0.19, -0.30], [-0.02, -0.02, 0.06], [0.13, -0.06, -0.04], [0.18, 0.06, 0.06], [-0.17, 0.02, -0.10], [0.01, -0.02, 0.12], [-0.09, 0.04, -0.31], [-0.34, -0.10, 0.20], [-0.22, 0.13, 0.05], [0.19, -0.06, 0.02], [-0.10, 0.26, 0.20], [-0.07, -0.09, -0.02], [0.00, 0.01, 0.02], [0.03, -0.15, -0.01], [0.16, 0.06, -0.02], [-0.02, 0.00, -0.03], [0.15, -0.03, -0.17], [-0.02, -0.19, 0.36], [0.03, 0.13, -0.05], [0.01, 0.00, 0.05], [-0.12, 0.10, -0.05], [0.03, -0.12, -0.05], [0.04, -0.06, -0.02], [-0.02, -0.02, 0.00], [-0.03, 0.01, 0.01], [-0.01, 0.02, 0.00], [0.00, 0.01, -0.06], [0.01, 0.02, 0.05], [0.05, -0.01, 0.01], [0.03, 0.01, -0.06], [0.41, -0.51, -0.21], [0.00, 0.02, 0.03], [0.00, 0.01, 0.00], [-0.02, 0.01, 0.01], [0.03, 0.01, -0.04], [0.01, -0.04, 0.02], [-0.02, 0.00, -0.04], [0.03, 0.02, 0.00], [-0.04, -0.04, -0.01], [-0.01, -0.02, 0.00], [0.02, -0.01, 0.02], [0.02, 0.00, -0.04], [-0.01, 0.01, 0.02], [-0.04, 0.14, -0.01], [-0.04, 0.02, 0.01], [-0.02, 0.05, -0.03], [0.02, 0.01, -0.07], [0.03, -0.09, 0.04], [-0.09, 0.30, -0.13], [-0.07, -0.20, 0.40], [-0.09, 0.11, -0.09], [0.15, -0.16, -0.04], [-0.03, 0.00, 0.21], [0.20, 0.01, 0.00], [0.11, -0.02, 0.08], [-0.17, -0.14, -0.05], [-0.11, -0.01, -0.14], [-0.02, -0.03, -0.02], [0.01, -0.02, 0.03], [-0.05, 0.12, -0.13], [0.17, 0.18, -0.04], [-0.07, 0.09, 0.19], [-0.17, 0.00, -0.01], [0.09, -0.02, -0.02], [0.14, -0.06, -0.07], [-0.09, 0.05, 0.11], [0.00, 0.06, 0.17], [0.00, 0.00, -0.20], [-0.01, 0.00, -0.02], [0.00, 0.00, 0.00], [0.02, -0.01, 0.03], [0.02, 0.04, -0.04], [0.00, 0.01, 0.00], [-0.02, 0.01, 0.01], [0.03, 0.04, -0.04], [0.03, -0.02, -0.03], [0.01, 0.00, 0.02], [-0.01, 0.00, -0.02], [-0.01, 0.00, -0.01], [0.01, -0.02, 0.00], [0.01, 0.18, 0.24], [0.02, -0.15, -0.25], [0.02, -0.02, -0.09], [-0.46, -0.05, 0.22], [0.05, 0.10, 0.06], [-0.17, -0.10, 0.09], [0.02, 0.00, 0.03], [0.01, 0.03, -0.05], [-0.01, -0.03, 0.03], [0.01, -0.03, -0.04], [-0.03, 0.00, -0.02]],
  "lowdin_charge": [0.36, -0.06, -0.38, -0.02, -0.30, -0.02, 0.00, 0.13, -0.51, 0.01, 0.12, -0.39, -0.05, -0.03, -0.30, -0.01, 0.01, 0.14, -0.35, -0.04, -0.01, -0.30, -0.01, 0.06, 0.07, 0.06, 0.09, 0.07, 0.06, 0.08, 0.08, 0.07, 0.07, 0.06, 0.10, 0.08, 0.07, 0.07, 0.07, 0.06, 0.06, 0.09, 0.08, 0.06, 0.07, -0.11, -0.12, -0.02, -0.26, 0.12, -0.14, -0.01, -0.09, 0.07, -0.26, 0.10, -0.43, -0.06, -0.12, -0.13, -0.19, 0.09, -0.12, -0.05, -0.15, -0.15, -0.07, -0.13, 0.08, 0.09, 0.09, 0.10, 0.08, 0.09, 0.07, 0.09, 0.10, 0.07, 0.07, 0.09, -0.14, -0.13, -0.07, -0.22, -0.19, -0.07, 0.08, 0.06, 0.09, 0.13, 0.08],
  "charge": -2,
  "spin_multiplicity": 1,
  "gap_ev": 4.77,
  "e_homo_ev": -0.88,
  "lumo_energy_ev": 3.89
}